20
Properties=species:S:1:pos:R:3:forces:R:3 method="wB97M-V/def2-TZVPD" fmax_ev_per_a=5.11 homo_energy_ev=-8.125
C 2.1321 0.2601 3.1431 1.0 -0.2 4.7
C -2.2139 -0.4652 -1.0044 2.7 -0.3 0.0
C 0.9407 -0.3464 2.7381 -0.4 0.9 -0.3
C -0.7881 -0.3051 -0.7422 -2.7 0.5 4.3
C 2.7915 0.9196 2.2113 0.7 1.4 -2.1
C -2.8693 -0.9566 0.0449 1.1 0.3 1.5
C 0.6735 -0.0284 1.4351 -0.7 -0.8 -1.1
C -0.5436 -0.3329 0.6549 0.4 -0.7 -1.7
N 0.8066 -0.1082 -4.4505 0.0 -0.3 0.3
O -1.4087 1.1762 -4.1550 1.3 -2.1 0.5
S 1.9756 0.8390 0.7031 -0.5 -0.1 0.2
S -1.9116 -0.9421 1.4850 -0.3 0.0 -0.3
S -0.5953 -0.0530 -3.9175 -0.9 2.3 -1.2
H 2.4615 0.3147 4.2637 -0.6 -0.3 -2.3
H -2.6314 -0.1682 -1.9166 -0.7 -0.2 -1.3
H 0.2734 -0.7201 3.4904 -0.4 -0.6 -0.2
H -0.0704 -0.0800 -1.4290 1.8 0.8 -1.6
H 3.5519 1.6761 2.2427 0.6 -0.3 0.4
H -3.8165 -1.3571 0.1385 -1.9 -0.3 -0.1
H 1.2421 0.6775 -4.9355 -0.3 0.0 0.0



17
Properties=species:S:1:pos:R:3:forces:R:3 method="wB97M-V/def2-TZVPD" fmax_ev_per_a=4.36 homo_energy_ev=-7.969 e_above_lowest_ev=2.8082
C -1.2547 -1.9043 0.4786 -0.9 -1.8 -3.8
C -1.1823 -0.5977 0.4675 0.7 0.8 0.0
C -1.2491 0.2318 -0.8174 -0.8 -0.1 1.2
C -0.6666 1.5681 -0.4703 -0.4 0.3 -0.4
C -0.3622 1.7158 0.8172 1.4 2.9 -0.5
S -0.6379 0.3875 1.8659 -0.7 -0.8 0.2
H -1.0991 -2.5369 1.2974 0.1 -0.7 1.2
H -1.4618 -2.4744 -0.5846 0.4 1.5 2.9
H -0.5484 -0.2525 -1.4909 -0.6 -0.2 -0.7
H -2.3454 0.2666 -1.1096 1.4 0.0 -0.3
H -0.4989 2.3020 -1.2782 0.0 -0.3 0.8
H 0.1729 2.6622 1.1866 -1.0 -1.7 -0.3
C 2.0182 -1.3526 0.5752 0.3 -0.1 0.1
C 2.2937 -0.2778 0.0979 -0.7 -1.8 0.5
C 2.4162 0.8370 -0.6728 0.9 2.5 -1.7
N 2.5861 1.7590 -1.3719 -0.4 -1.6 1.3
H 1.8192 -2.3337 1.0093 0.2 1.0 -0.3



| no. | molar mass (g/mol) | energy (hartree) | frontier orbital gap (eV) |
| --- | --- | --- | --- |
| 1 | 229.35 | -1633.52530 | 7.43 |
| 2 | 149.22 | -761.82882 | 8.43 |